No. 1
Here is 6 unconnected molecules or ions with the total composition C37H48F15N4O13S in a non-equilibrium geometry from the OMol25 dataset. Energies are from the ωB97M-V functional and the def2-TZVPD basis.

For the total energy, the calculation gives -4531.69379 Ha. For the lowest unoccupied orbital energy, the calculation gives -0.183 Ha. The charge is +1. Its frontier orbital gap is 0.213 hartree. The calculation puts the relative energy (zero: lowest compared OMol25 entry of this formula, charge and spin) at 0.0000 eV.

Element x y z (Å)
1 S 0.41 3.54 0.32
2 F 2.50 -2.94 1.73
3 F 5.67 6.49 -5.24
4 F -0.48 3.58 8.89
5 F -9.22 5.13 2.20
6 F 2.86 -0.90 2.35
7 F -8.54 3.27 3.05
8 F 3.40 -2.53 3.65
9 F 4.46 -4.51 -2.99
10 F -0.57 4.98 7.26
11 F -8.54 3.54 0.91
12 F -0.08 2.92 6.88
13 F 6.57 6.90 -3.32
14 F 4.85 -3.52 -1.11
15 F 6.00 8.53 -4.62
16 F 4.70 -5.66 -1.17
17 O -3.02 2.78 8.20
18 O -1.38 -5.94 -0.65
19 O -0.25 5.55 -1.73
20 O 1.14 -1.48 4.63
21 O 7.45 -3.78 -2.00
22 O 0.73 -5.76 -1.21
23 O 4.30 7.90 -2.33
24 O -6.56 5.34 1.01
25 O 0.05 -2.41 2.89
26 O 6.99 -5.91 -2.55
27 O 3.22 6.98 -4.07
28 O -6.16 4.66 3.11
29 O -2.77 3.85 6.24
30 N -2.53 -6.02 -5.56
31 N -1.56 6.77 -0.35
32 N -1.10 5.73 0.41
33 N -5.69 -7.07 -3.44
34 C 5.62 7.31 -4.18
35 C -0.11 -1.32 5.33
36 C -2.83 -6.93 -4.57
37 C 0.64 -0.37 -0.40
38 C -4.14 3.57 5.91
39 C -5.26 5.96 0.96
40 C -0.94 -4.88 -4.06
41 C -1.07 6.68 -1.61
42 C 5.17 -4.59 -1.84
43 C -1.20 -5.84 -2.98
44 C -0.33 5.02 -0.45
45 C 2.67 6.75 -0.95
46 C -5.07 4.58 6.55
47 C 2.46 -2.11 2.79
48 C 3.05 8.04 -1.63
49 C 0.73 -2.86 -1.23
50 C 4.23 7.35 -3.54
51 C 1.07 1.10 -0.82
52 C 0.70 -1.31 -1.68
53 C -0.86 3.72 7.62
54 C 6.67 -4.69 -2.12
55 C -3.92 -8.01 -4.90
56 C -8.30 4.16 2.08
57 C 1.68 -3.60 -2.24
58 C -4.19 4.94 0.63
59 C -0.52 -2.60 6.02
60 C -0.59 -5.83 -1.55
61 C 9.19 -6.42 -1.65
62 C -0.16 2.10 -0.70
63 C -6.88 4.72 2.15
64 C -2.19 -6.91 -3.24
65 C 1.60 -5.19 -2.21
66 C -2.34 3.39 7.42
67 C 1.07 -2.04 3.42
68 C -1.60 -5.02 -5.34
69 C -4.90 -8.05 -3.63
70 C 8.37 -6.12 -2.89
71 H -0.28 -1.16 -2.21
72 H -3.22 5.43 0.51
73 H 8.76 -7.27 -1.11
74 H -5.02 4.51 7.64
75 H -4.43 4.41 -0.30
76 H 2.27 8.39 -2.31
77 H 1.31 -0.78 0.40
78 H -0.35 -3.18 -1.25
79 H 1.43 -5.59 -3.26
80 H -1.24 7.35 -2.47
81 H -1.42 -2.45 6.61
82 H -4.40 2.55 6.18
83 H -4.85 -8.91 -2.91
84 H 1.88 1.43 -0.10
85 H 1.76 6.88 -0.36
86 H -5.56 -6.40 -4.21
87 H 0.04 -0.53 6.07
88 H -1.38 -4.27 -6.13
89 H -3.51 -9.01 -5.16
90 H 2.63 -5.56 -1.96
91 H 8.77 -5.27 -3.44
92 H 1.15 -2.93 -0.20
93 H 2.73 -3.30 -1.96
94 H -0.22 -4.04 -3.91
95 H 2.49 5.95 -1.67
96 H -5.31 6.71 0.17
97 H 0.28 -2.95 6.68
98 H -0.70 -3.40 5.30
99 H -4.56 -7.58 -5.73
100 H -4.77 5.59 6.28
101 H -2.99 -6.05 -6.47
102 H -6.10 4.41 6.23
103 H 1.54 -1.05 -2.38
104 H 1.54 -3.19 -3.28
105 H 8.40 -6.98 -3.57
106 H -4.22 3.64 4.82
107 H 9.20 -5.57 -0.97
108 H -0.43 2.49 -1.71
109 H 1.51 1.09 -1.85
110 H -0.89 -0.97 4.64
111 H -5.05 6.48 1.89
112 H 10.22 -6.66 -1.92
113 H -0.41 -0.38 0.02
114 H -2.46 -7.66 -2.47
115 H -4.11 4.19 1.41
116 H 3.47 6.41 -0.29
117 H -1.05 1.65 -0.20
118 H 3.19 8.83 -0.88

No. 2
Here is 10 unconnected molecules or ions with the total composition C26H30F8N2O28 in a non-equilibrium geometry from the OMol25 dataset. Energies are from the ωB97M-V functional and the def2-TZVPD basis.

For the total energy, the calculation gives -4023.81855 Ha. As for the SMILES: O=C1OC[C@@H](F)O1.O=C1OC[C@@H](F)O1.O=C1OC[C@@H](F)O1.O=C1OC[C@@H](F)O1.O=C1OC[C@@H](F)O1.O=C1OC[C@@H](F)O1.O=C1OC[C@@H](F)O1.O=C1OC[C@@H](F)O1.C[N+](=O)[O-].C[N+](=O)[O-]. For the lowest unoccupied orbital energy, the calculation gives -0.011 Ha. Its frontier orbital gap is 0.410 hartree. The calculation puts the relative energy (zero: lowest compared OMol25 entry of this formula, charge and spin) at 0.8125 eV.

Element x y z (Å)
1 F 2.47 -0.56 4.02
2 F 3.76 -5.44 -2.16
3 F -2.67 -0.05 0.89
4 F -0.74 3.17 -0.51
5 F 3.72 4.61 -4.33
6 F -5.37 1.19 1.63
7 F 4.01 3.80 -0.72
8 F -1.56 -5.02 0.51
9 O -1.34 0.57 -0.83
10 O 1.70 3.90 1.14
11 O 3.57 -2.47 3.32
12 O -0.18 2.89 1.64
13 O -3.44 0.19 -3.25
14 O -0.56 5.46 -3.84
15 O 2.77 -4.39 2.36
16 O 0.92 0.86 -0.84
17 O -5.58 4.33 -0.87
18 O 0.53 -2.92 -2.33
19 O 0.68 3.70 -3.29
20 O 4.95 0.95 1.03
21 O 0.77 -4.86 -1.26
22 O -3.72 4.25 0.22
23 O -0.24 -7.59 0.53
24 O -4.75 0.30 4.95
25 O 5.61 1.85 2.98
26 O -1.22 -8.49 -1.31
27 O 2.55 -3.59 -1.54
28 O -6.63 1.12 5.91
29 O 0.03 -0.98 0.03
30 O 1.71 5.54 -3.80
31 O -6.08 1.60 3.77
32 O 1.75 2.00 2.36
33 O 4.80 3.16 1.35
34 O 2.20 -2.37 1.65
35 O -3.33 0.90 -5.26
36 O -2.37 -7.15 0.04
37 N -2.85 0.80 -4.15
38 N -4.48 3.89 -0.65
39 C 3.38 -1.05 3.13
40 C -1.46 1.24 -3.95
41 C -1.18 -1.65 -0.05
42 C -0.59 3.82 0.69
43 C 2.75 -1.09 1.73
44 C -0.81 -6.93 1.68
45 C 1.25 -3.71 -1.80
46 C 4.88 2.98 -0.08
47 C -0.05 0.25 -0.52
48 C 2.88 -3.19 2.45
49 C -1.24 -7.77 -0.37
50 C -4.41 0.06 3.59
51 C 2.74 4.65 -3.40
52 C 3.07 -4.86 -1.15
53 C -5.87 1.02 5.00
54 C 5.07 1.99 1.93
55 C 1.14 2.83 1.76
56 C 0.50 4.96 -3.65
57 C 4.37 1.55 -0.16
58 C -4.07 2.74 -1.49
59 C 0.68 4.73 0.62
60 C 2.02 3.31 -3.18
61 C -4.99 1.30 2.92
62 C -2.13 -0.49 -0.29
63 C 1.83 -5.66 -0.74
64 C -1.98 -6.22 1.00
65 H 2.00 -0.32 1.62
66 H -1.14 -7.75 2.33
67 H 0.46 5.57 1.29
68 H 3.31 1.48 0.10
69 H 3.73 -4.62 -0.32
70 H -0.80 0.39 -3.88
71 H 3.15 5.09 -2.48
72 H -1.52 4.29 0.99
73 H -3.58 3.12 -2.39
74 H -0.26 -6.17 2.23
75 H 4.32 -0.50 3.22
76 H 2.23 2.75 -2.27
77 H -1.32 2.01 -4.71
78 H -2.95 -0.71 -0.98
79 H 1.76 -6.70 -1.03
80 H -2.83 -6.04 1.66
81 H 5.89 3.26 -0.39
82 H 0.98 5.16 -0.33
83 H 1.80 -5.62 0.35
84 H -1.18 -2.25 -0.96
85 H -4.89 -0.88 3.31
86 H 2.24 2.66 -4.03
87 H 4.58 1.03 -1.09
88 H -1.48 1.88 -3.06
89 H 3.56 -1.19 1.00
90 H -3.33 -0.07 3.65
91 H -4.92 2.14 -1.80
92 H -4.23 2.09 2.99
93 H -3.31 2.23 -0.90
94 H -1.42 -2.28 0.80

No. 3
Here is a molecular structure, C47H39N2P2PdSe2Si from the OMol25 dataset. Energies are from the ωB97M-V functional and the def2-TZVPD basis.

For the total energy, the calculation gives -7825.99964 Ha. For the lowest unoccupied orbital energy, the calculation gives -0.383 Ha. The charge is +3. Its frontier orbital gap is 0.201 hartree. The calculation puts the relative energy (zero: lowest compared OMol25 entry of this formula, charge and spin) at 0.0000 eV.

Element x y z (Å)
1 Pd 0.10 -0.29 0.15
2 Se -0.52 1.95 -3.10
3 Se -1.99 1.42 -1.36
4 P 2.29 -1.18 0.46
5 P -1.31 -2.21 0.27
6 Si 0.05 -0.58 2.59
7 N -0.07 2.39 0.41
8 N 0.29 -0.60 -2.27
9 C -1.29 -4.65 -1.08
10 C 0.22 -4.43 0.80
11 C -2.49 -1.84 -2.24
12 C 1.67 -2.20 4.30
13 C -4.81 -0.77 -1.13
14 C -1.25 2.67 -0.12
15 C 1.28 -2.37 -3.97
16 C -0.12 4.59 1.39
17 C 2.41 -1.86 -2.20
18 C 2.54 -1.82 2.10
19 C 5.23 1.37 -0.70
20 C 2.65 -2.35 -0.80
21 C -2.15 -1.49 4.17
22 C 2.83 -3.67 -0.59
23 C -3.22 -2.34 4.41
24 C -2.61 -1.72 -0.85
25 C 0.93 -1.88 -2.54
26 C 0.32 0.24 -3.22
27 C -3.69 -3.18 3.40
28 C 4.97 2.48 0.08
29 C 0.57 -5.76 0.68
30 C 1.33 -1.22 -4.91
31 C 1.50 -1.66 3.02
32 C -3.11 -3.15 2.14
33 C 3.89 2.49 0.96
34 C 2.85 -2.85 4.63
35 C 4.40 0.26 -0.66
36 C -0.93 -5.99 -1.19
37 C -3.78 -1.18 -0.30
38 C -1.95 3.86 0.08
39 C -1.54 -1.46 2.91
40 C -0.70 -3.86 -0.09
41 C 0.90 -0.01 -4.55
42 C 2.80 -4.23 -2.97
43 C 3.89 -2.96 3.71
44 C 0.48 3.36 1.14
45 C 3.74 -2.44 2.44
46 C 2.68 -2.80 -3.39
47 C 3.28 0.28 0.20
48 C -4.69 -0.89 -2.51
49 C 2.90 -4.61 -1.69
50 C 0.16 0.96 3.61
51 C -1.38 4.84 0.87
52 C 0.00 -6.54 -0.32
53 C 3.06 1.38 1.02
54 C -3.53 -1.42 -3.06
55 C -2.05 -2.28 1.91
56 H -3.69 -2.36 5.38
57 H 0.89 0.81 -5.26
58 H 6.10 1.35 -1.34
59 H -3.44 -1.52 -4.13
60 H -5.72 -0.36 -0.71
61 H 0.26 -7.59 -0.41
62 H 2.97 -3.27 5.62
63 H 3.53 -2.54 -4.03
64 H -2.05 -4.25 -1.73
65 H -2.91 4.01 -0.40
66 H 1.11 1.48 3.53
67 H 3.71 3.34 1.59
68 H 2.25 1.33 1.73
69 H 2.92 -4.05 0.42
70 H 0.89 -2.11 5.04
71 H 3.03 -5.66 -1.45
72 H -3.50 -3.79 1.35
73 H 0.64 -3.83 1.60
74 H 1.69 -1.39 -5.92
75 H -4.53 -3.84 3.59
76 H 4.64 -0.61 -1.24
77 H 2.85 -4.98 -3.76
78 H 0.68 -3.19 -4.38
79 H -1.61 -2.27 -2.68
80 H 1.46 3.18 1.56
81 H -5.50 -0.58 -3.16
82 H 0.40 5.32 1.99
83 H -3.88 -1.05 0.77
84 H 4.55 -2.52 1.72
85 H 0.43 -2.66 -1.97
86 H 4.81 -3.45 3.99
87 H -0.67 1.64 3.47
88 H -1.89 5.77 1.05
89 H -1.79 -0.86 4.97
90 H -1.40 -6.60 -1.95
91 H 0.12 0.58 4.65
92 H 2.80 -0.86 -2.39
93 H 5.63 3.34 0.04
94 H 1.27 -6.20 1.37

No. 4
Here is a molecular structure, C24H31FN3O4S2SiTi from the OMol25 dataset. Energies are from the ωB97M-V functional and the def2-TZVPD basis.

For the total energy, the calculation gives -3433.66923 Ha. The expectation value of S² is 2.013. For the lowest unoccupied orbital energy (alpha / beta), the calculation gives 0.080 / 0.080 Ha. The charge is -1. Its frontier orbital gap (alpha / beta) is 0.194 / 0.227 hartree. The calculation puts the relative energy (zero: lowest compared OMol25 entry of this formula, charge and spin) at 0.1115 eV. Its spin multiplicity is 3.

Element x y z (Å)
1 Ti -0.26 -0.24 0.25
2 S -2.46 2.83 0.36
3 S -0.10 4.65 0.43
4 Si 0.14 -2.86 0.41
5 F -0.78 0.98 6.42
6 O 1.70 0.12 -0.17
7 O -3.80 -0.32 -1.87
8 O 4.09 -0.82 -0.46
9 O -1.94 -0.23 -0.58
10 N -2.55 0.39 -4.12
11 N 1.38 2.40 -0.16
12 N 0.05 2.03 -0.01
13 C -0.68 0.70 5.09
14 C 2.14 1.35 -0.23
15 C 6.35 1.99 -0.66
16 C 0.66 0.17 3.20
17 C 1.30 -3.39 1.83
18 C -2.53 0.18 -1.68
19 C 4.13 2.85 -0.39
20 C -1.69 0.40 2.96
21 C -1.82 0.67 4.32
22 C -1.64 -1.81 -3.99
23 C 5.86 0.70 -0.64
24 C -1.73 5.39 0.72
25 C -1.47 -3.81 0.76
26 C -1.67 0.32 -2.93
27 C 3.61 1.56 -0.37
28 C -2.62 4.33 1.35
29 C 5.48 3.08 -0.54
30 C 0.88 -3.79 -1.09
31 C -0.46 0.14 2.35
32 C 4.49 0.47 -0.49
33 C -2.34 -0.83 -4.93
34 C -0.73 3.01 0.22
35 C -0.75 -0.89 -3.17
36 C 0.57 0.46 4.56
37 H 0.12 -0.58 -3.75
38 H -0.40 -1.35 -2.24
39 H 1.87 -3.40 -1.35
40 H -1.30 -4.88 0.87
41 H 6.51 -0.15 -0.73
42 H 1.00 -4.86 -0.87
43 H -1.09 -2.58 -4.53
44 H -1.95 -3.44 1.67
45 H 1.44 0.48 5.20
46 H -2.60 0.37 2.36
47 H 2.31 -3.00 1.68
48 H -2.37 1.22 -4.66
49 H 3.12 -0.81 -0.30
50 H -2.15 5.73 -0.22
51 H -2.19 -3.66 -0.06
52 H -1.59 6.25 1.38
53 H 5.87 4.09 -0.55
54 H -3.29 -1.21 -5.31
55 H -2.31 4.11 2.37
56 H 1.65 -0.03 2.79
57 H -1.09 1.24 -2.82
58 H 0.94 -3.00 2.79
59 H 0.25 -3.70 -1.98
60 H 7.41 2.16 -0.77
61 H 1.36 -4.49 1.91
62 H -4.00 -0.05 -2.79
63 H -3.67 4.62 1.35
64 H -2.78 0.86 4.78
65 H 3.43 3.67 -0.30
66 H -1.69 -0.62 -5.80
67 H -2.37 -2.29 -3.34

No. 5
Here is 2 unconnected molecules or ions with the total composition C2H5ClS in a non-equilibrium geometry from the OMol25 dataset. Energies are from the ωB97M-V functional and the def2-TZVPD basis.

For the total energy, the calculation gives -937.52735 Ha. As for the SMILES: C=CCl.S. For the lowest unoccupied orbital energy, the calculation gives 0.030 Ha. Its frontier orbital gap is 0.384 hartree. The calculation puts the relative energy (zero: lowest compared OMol25 entry of this formula, charge and spin) at 0.8397 eV.

Element x y z (Å)
1 Cl -1.73 -1.60 -0.09
2 S 2.58 -1.28 0.00
3 C -1.55 1.06 -0.23
4 C -1.97 0.01 0.45
5 H -2.32 0.03 1.46
6 H -1.43 0.82 -1.24
7 H 1.60 -1.08 -0.95
8 H 3.65 -1.29 -0.95
9 H -1.49 2.15 0.08